No. 1
ORCA calculation (wB97M-V/def2-TZVPD) on a structure of composition C30H30N3Sr.

Positions of all 64 atoms, in Å:
Sr (0.02260, 0.00818, -0.43158)
C (-2.87978, 3.51647, -1.10330)
C (-1.75964, 2.68506, -1.12045)
N (-1.82735, 1.37262, -1.02700)
C (-3.04420, 0.73938, -0.94311)
C (-4.22705, 1.51141, -0.94571)
C (-4.10441, 2.91641, -1.01611)
C (-5.49513, 0.88895, -0.89194)
C (-5.53682, -0.46735, -0.83707)
C (-4.36244, -1.25531, -0.82108)
C (-3.08378, -0.72253, -0.86359)
N (-1.85799, -1.37399, -0.80546)
C (-1.61454, -2.74179, -0.86554)
C (-2.52073, -3.78891, -0.91794)
C (-2.14083, -5.15055, -0.96900)
C (-0.83960, -5.53499, -0.96744)
C (0.14956, -4.52545, -0.92442)
C (1.52242, -4.85000, -0.94507)
C (2.48038, -3.87642, -0.92946)
C (2.04775, -2.55053, -0.88562)
N (0.77503, -2.20322, -0.85101)
C (-0.21195, -3.16006, -0.87741)
H (-2.76835, 4.58965, -1.17517)
H (-0.76792, 3.10869, -1.22549)
H (-5.01035, 3.51256, -1.01229)
H (-6.39386, 1.49284, -0.89651)
H (-6.49295, -0.97658, -0.79395)
H (-4.51702, -2.31096, -0.74624)
H (-3.57403, -3.60436, -0.92578)
H (-2.92470, -5.89815, -1.00915)
H (-0.54660, -6.57703, -1.00685)
H (1.80230, -5.89729, -0.98308)
H (3.53652, -4.10719, -0.95811)
H (2.77417, -1.74213, -0.87773)
C (3.41151, -0.86146, 2.00750)
C (2.66817, 0.32548, 1.43224)
C (3.09400, 0.95245, 0.24927)
C (4.23898, 0.40823, -0.57890)
C (2.50538, 2.16466, -0.15112)
C (2.98063, 2.83779, -1.42137)
C (1.54805, 2.79261, 0.66264)
C (1.22054, 4.25491, 0.43324)
C (1.01253, 2.08838, 1.75213)
C (-0.13451, 2.64292, 2.57133)
C (1.55577, 0.84362, 2.11636)
C (0.96374, 0.10835, 3.30034)
H (3.02784, -1.82197, 1.65278)
H (3.34370, -0.86778, 3.09236)
H (4.46852, -0.81952, 1.76002)
H (5.05818, 1.12861, -0.63496)
H (3.93505, 0.21278, -1.60937)
H (4.64073, -0.51878, -0.18237)
H (3.17765, 2.11318, -2.21015)
H (3.91613, 3.38414, -1.26357)
H (2.25160, 3.54844, -1.80281)
H (0.38853, 4.43107, -0.24684)
H (2.08253, 4.77442, 0.02189)
H (0.97617, 4.74927, 1.36874)
H (0.08533, 2.61872, 3.63951)
H (-1.04443, 2.05315, 2.42954)
H (-0.38364, 3.66398, 2.30306)
H (-0.12529, 0.15196, 3.29243)
H (1.28067, 0.55321, 4.24801)
H (1.24719, -0.94026, 3.31774)

For the electronic energy, the calculation gives -1356.084981 hartree. As for the total charge: +1. The value obtained for the HOMO-LUMO gap is 6.78 eV. Its LUMO energy is -0.0948 hartree. Its HOMO energy is -9.36 eV. The value obtained for the energy above the lowest of the compared OMol25 structures with the same formula, charge and spin is 52.0 kJ/mol.

No. 2
ORCA calculation (wB97M-V/def2-TZVPD) on a structure of composition C18H14MoN5O2S2.

Positions of all 42 atoms, in Å:
Mo (-1.03215, 0.74093, 0.54480)
N (-5.82912, -0.90736, 3.11959)
C (-4.72843, -0.06177, 3.04881)
C (-4.31534, 0.63391, 4.19867)
C (-3.15991, 1.40220, 4.15943)
C (-2.46611, 1.52834, 2.97906)
C (-2.87321, 0.87151, 1.78233)
C (-4.02427, 0.06483, 1.85741)
S (-0.85306, 2.17782, 2.87726)
O (-0.51883, 3.03258, 3.97819)
O (-0.82011, 2.80760, 1.51813)
N (0.00104, 0.83697, 2.64985)
C (1.20963, 1.03362, 2.01552)
N (2.31474, 1.42973, 2.63232)
C (3.39136, 1.58889, 1.86869)
C (3.40092, 1.36991, 0.49860)
C (2.21250, 0.95842, -0.07213)
N (1.13659, 0.77061, 0.68325)
H (-6.49750, -0.70361, 3.84235)
H (-6.24744, -1.15975, 2.24059)
H (-4.87078, 0.52413, 5.12177)
H (-2.77343, 1.87435, 5.05434)
H (-2.77944, 1.37135, 0.70447)
H (-4.35704, -0.47064, 0.97561)
H (4.28999, 1.91660, 2.38038)
H (4.28963, 1.52292, -0.09475)
H (2.09266, 0.77309, -1.13184)
S (-1.52362, -4.00979, 1.19856)
C (-1.33352, -2.44698, 0.83007)
N (-1.20652, -1.32108, 0.53306)
C (-1.33308, 1.11706, -1.22874)
C (-1.51384, 1.49256, -2.56602)
C (-1.46949, 2.85151, -2.97124)
C (-1.64605, 3.20631, -4.29211)
C (-1.86698, 2.24068, -5.27303)
C (-1.91461, 0.89897, -4.89446)
C (-1.74842, 0.52484, -3.57806)
H (-1.29493, 3.60816, -2.21629)
H (-1.61004, 4.25434, -4.56855)
H (-2.00193, 2.52703, -6.30815)
H (-2.08984, 0.13520, -5.64402)
H (-1.79270, -0.51870, -3.29210)

The spin multiplicity is 3. For the electronic energy, the calculation gives -1983.148013 hartree. As for the total charge: -1. The value obtained for the HOMO-LUMO gap (spin up / spin down) is 4.61 / 6.79 eV. Its LUMO energy (spin up / spin down) is 0.0943 / 0.0823 hartree. Its HOMO energy (spin up / spin down) is -2.05 / -4.55 eV. The value obtained for the energy above the lowest of the compared OMol25 structures with the same formula, charge and spin is 115.8 kJ/mol.

No. 3
ORCA calculation (wB97M-V/def2-TZVPD) on a structure of composition C24H30MoN5O8.

Positions of all 68 atoms, in Å:
Mo (0.73900, 0.63316, -1.28467)
O (1.96939, -2.31380, 1.85973)
C (1.06611, -3.23959, 1.48058)
C (0.82535, -4.29046, 2.36794)
C (-0.08466, -5.27706, 2.05509)
C (-0.77972, -5.24540, 0.84619)
C (-0.54426, -4.21542, -0.03566)
C (0.37183, -3.19598, 0.25955)
C (0.54542, -2.09627, -0.69890)
O (1.36415, -1.10545, -0.37817)
N (-0.12280, -2.09027, -1.81650)
N (0.18159, -0.92736, -2.51456)
C (0.22713, -0.99054, -3.80364)
C (0.81762, 0.05319, -4.58757)
C (0.64545, 0.06222, -5.98205)
C (1.31236, 0.96802, -6.76916)
C (2.20681, 1.86558, -6.18126)
C (2.42899, 1.85744, -4.82069)
C (1.72650, 0.96591, -4.00973)
O (1.95408, 0.96950, -2.68823)
H (2.00279, -1.64176, 1.15361)
H (1.38034, -4.30805, 3.29627)
H (-0.25374, -6.08598, 2.75372)
H (-1.48654, -6.02523, 0.59977)
H (-1.06323, -4.17354, -0.98310)
H (-0.10621, -1.90810, -4.28150)
H (-0.03409, -0.65433, -6.42611)
H (1.15670, 0.98079, -7.83819)
H (2.74092, 2.57244, -6.80172)
H (3.12814, 2.54114, -4.35964)
C (0.84567, 3.07673, 4.63549)
N (0.59781, 1.64425, 4.54047)
C (1.04648, 0.82918, 5.65979)
C (0.17637, 1.11762, 3.38130)
O (-0.08585, 1.79383, 2.38575)
C (0.00963, -0.40121, 3.33421)
O (-0.43456, -0.84382, 2.07933)
C (-1.77499, -0.61095, 1.78857)
C (-1.91425, 0.03598, 0.42260)
O (-0.88315, 0.39665, -0.20037)
N (-3.10022, 0.17770, -0.11280)
C (-3.23470, 0.73742, -1.46094)
C (-4.29001, -0.35205, 0.54457)
H (0.38596, 3.46787, 5.54249)
H (0.41423, 3.57007, 3.77172)
H (1.91832, 3.27940, 4.67117)
H (1.06283, 1.45065, 6.55175)
H (2.05346, 0.43784, 5.49664)
H (0.36908, -0.00068, 5.85037)
H (-0.65901, -0.74266, 4.13177)
H (0.97794, -0.88198, 3.49146)
H (-2.27420, 0.01727, 2.53455)
H (-2.30392, -1.57279, 1.75295)
H (-2.39778, 1.39807, -1.67322)
H (-4.16188, 1.30284, -1.50425)
H (-3.26647, -0.06816, -2.19682)
H (-4.33086, -1.43903, 0.45557)
H (-5.16416, 0.07302, 0.06178)
H (-4.30988, -0.07090, 1.59616)
N (1.61478, 2.29002, -0.09361)
C (1.51901, 3.51453, -0.91338)
C (0.27687, 3.46129, -1.80471)
O (-0.09591, 4.43828, -2.39844)
O (-0.30349, 2.27998, -1.86133)
H (0.97832, 2.33994, 0.71230)
H (2.54520, 2.17884, 0.29396)
H (2.38912, 3.56899, -1.56783)
H (1.48880, 4.42113, -0.31038)

For the electronic energy, the calculation gives -1876.334529 hartree. As for the total charge: +1. The value obtained for the HOMO-LUMO gap (spin up / spin down) is 6.64 / 6.66 eV. Its LUMO energy (spin up / spin down) is -0.1475 / -0.1478 hartree. Its HOMO energy (spin up / spin down) is -10.66 / -10.68 eV.

No. 4
ORCA calculation (wB97M-V/def2-TZVPD) on a structure of composition C8H11BrN2O8P2Pt.

Positions of all 33 atoms, in Å:
Pt (0.47178, -0.00766, -0.98918)
N (-0.13827, 2.57624, 3.13026)
C (-0.39853, 2.27815, 1.66328)
C (-1.01157, 3.52925, 1.01915)
P (-1.55752, 0.85672, 1.45616)
O (-1.01825, -0.08716, 2.61682)
O (-2.96688, 1.19896, 1.50122)
O (-1.17487, 0.29870, 0.01917)
P (1.24390, 1.83661, 0.96139)
O (0.95307, 2.05159, -0.65346)
O (2.29585, 2.54005, 1.67210)
O (1.28904, 0.27947, 0.83403)
H (-0.82574, 3.24132, 3.49554)
H (0.80455, 2.98253, 3.23056)
H (-0.18318, 1.72430, 3.69980)
H (-1.94574, 3.78128, 1.52247)
H (-1.26389, 3.33315, -0.02128)
H (-0.32752, 4.37892, 1.06298)
H (-1.71789, -0.63172, 3.01499)
H (1.24778, 2.79948, -1.20064)
Br (0.30114, -2.67455, 1.31889)
C (0.37195, -3.00961, -0.50211)
C (0.38518, -4.33216, -0.94611)
C (0.44673, -4.60770, -2.29460)
C (0.50935, -3.54735, -3.19971)
C (0.50098, -2.27340, -2.70528)
N (0.43325, -1.99685, -1.37753)
C (0.60236, -1.08828, -3.59292)
O (0.65169, -1.07471, -4.76762)
O (0.65377, 0.08353, -2.84714)
H (0.34442, -5.11933, -0.20714)
H (0.45343, -5.63188, -2.64315)
H (0.56964, -3.68789, -4.27095)

For the electronic energy, the calculation gives -4398.426109 hartree. As for the total charge: +2. The value obtained for the HOMO-LUMO gap is 6.43 eV. Its LUMO energy is -0.3772 hartree. Its HOMO energy is -16.69 eV.